Density functional theory data (ωB97M-V with the def2-TZVPD basis set) for a cluster of 2 separate species, C4H5IO in total in a non-equilibrium geometry.

Geometry (Å):
C1 1.95 -1.40 -0.28
C2 -1.18 -0.13 0.59
C3 -0.41 1.04 -0.20
C4 -0.95 -0.11 -0.82
O1 2.81 -1.62 -1.03
I1 2.40 0.16 1.44
H1 -0.47 -0.61 1.24
H2 -2.25 0.01 1.00
H3 -0.83 2.05 -0.34
H4 0.66 0.95 0.03
H5 -1.73 -0.33 -1.63

Charge: 0
Spin multiplicity: 1
Kohn-Sham gap (spin up / spin down) (eV): 9.3007 / 5.4603
HOMO level (spin up / spin down) (hartree): -0.3456 / -0.2932
F_max (eV/Å): 3.6
Energy relative to the best compared isomer or geometry (same formula, charge and spin) (eV): 4.2815
Electronic energy (eV): -14372.13293

And the Mulliken charges, in e, turn out to be: 0.199, -0.280, -0.052, -0.180, -0.236, -0.013, 0.101, 0.229, 0.259, -0.263, 0.236

Density functional theory data (ωB97M-V with the def2-TZVPD basis set) for a cluster of 3 separate species, C22H45BrN4O6 in total.

Geometry (Å):
C1 6.29 -1.99 0.59
O1 5.71 -0.89 -0.08
C2 5.56 -1.07 -1.48
C3 4.18 -0.62 -1.95
C4 3.65 0.65 -1.28
C5 3.21 0.54 0.20
C6 2.64 1.85 0.55
N1 2.17 2.88 0.74
C7 2.14 -0.55 0.49
Br1 1.61 -0.37 2.39
C8 2.71 -1.89 0.42
N2 3.18 -2.93 0.30
C9 0.87 -0.37 -0.38
C10 0.51 -1.54 -1.29
O2 -0.80 -1.27 -1.79
H1 7.35 -2.10 0.32
H2 6.23 -1.79 1.66
H3 5.75 -2.92 0.37
H4 5.70 -2.13 -1.73
H5 6.35 -0.51 -2.00
H6 3.47 -1.45 -1.90
H7 4.27 -0.39 -3.02
H8 4.45 1.40 -1.31
H9 2.82 1.04 -1.87
H10 4.07 0.38 0.85
H11 0.01 -0.19 0.26
H12 0.98 0.52 -1.01
H13 0.51 -2.49 -0.74
H14 1.19 -1.58 -2.15
H15 -1.28 -2.10 -1.85
C11 -3.73 1.22 7.20
O3 -2.80 0.18 7.43
C12 -3.37 -1.11 7.57
C13 -3.10 -1.99 6.37
N3 -3.84 -1.54 5.20
C14 -3.45 -2.16 3.94
C15 -2.00 -2.03 3.47
O4 -1.62 -0.74 3.05
C16 -1.30 0.17 4.09
H16 -3.20 2.16 7.36
H17 -4.11 1.22 6.17
H18 -4.57 1.17 7.89
H19 -4.44 -1.04 7.77
H20 -2.89 -1.57 8.44
H21 -3.41 -3.01 6.61
H22 -2.01 -2.00 6.21
H23 -3.75 -0.53 5.12
H24 -4.08 -1.73 3.16
H25 -3.70 -3.22 3.99
H26 -1.90 -2.67 2.58
H27 -1.29 -2.42 4.20
H28 -0.82 -0.33 4.94
H29 -2.20 0.69 4.44
H30 -0.62 0.91 3.68
C17 1.51 2.37 -3.92
O5 0.51 1.60 -3.30
C18 -0.56 2.35 -2.72
C19 -1.83 2.20 -3.53
N4 -1.74 2.85 -4.82
C20 -2.81 2.54 -5.76
C21 -3.05 1.08 -6.14
O6 -2.04 0.50 -6.95
C22 -0.89 0.05 -6.26
H31 2.37 1.71 -4.08
H32 1.20 2.76 -4.90
H33 1.83 3.21 -3.30
H34 -0.28 3.40 -2.61
H35 -0.74 1.94 -1.73
H36 -2.65 2.65 -2.96
H37 -2.04 1.12 -3.61
H38 -0.85 2.62 -5.25
H39 -2.60 3.09 -6.68
H40 -3.74 2.94 -5.36
H41 -3.96 1.06 -6.75
H42 -3.24 0.45 -5.26
H43 -1.14 -0.35 -5.27
H44 -0.15 0.85 -6.14
H45 -0.44 -0.74 -6.85

Charge: 0
Spin multiplicity: 1
Kohn-Sham gap (eV): 8.9885
Structure (SMILES): COCCC[C@@H](C#N)[C@](Br)(C#N)CCO.COCCNCCOC.COCCNCCOC
HOMO level (hartree): -0.3165
F_max (eV/Å): 0.6
Electronic energy (eV): -111827.37499

And the Mulliken charges, in e, turn out to be: -0.909, -0.224, -1.123, -0.274, -0.308, 0.494, -0.294, -0.566, 1.008, 0.031, -0.505, -0.577, 0.018, -0.490, -0.456, 0.285, 0.234, 0.439, 0.449, 0.373, 0.152, 0.479, 0.688, -0.428, 0.683, 0.566, -0.644, 0.577, -0.010, 0.286, -0.697, -0.333, -0.795, -0.166, -0.294, -0.889, -0.362, -0.323, -0.798, 0.234, 0.287, 0.334, 0.400, 0.391, 0.363, 0.140, 0.111, 0.399, 0.412, 0.361, 0.308, 0.375, 0.167, 0.378, -0.942, -0.148, -0.792, -0.234, -0.278, -0.703, -0.447, -0.448, -0.442, 0.150, 0.363, 0.413, 0.493, 0.333, 0.377, 0.108, 0.094, 0.375, 0.384, 0.354, 0.330, 0.229, 0.111, 0.364

Density functional theory data (ωB97M-V with the def2-TZVPD basis set) for a structure of composition C29H21CsF3N6O5S.

Geometry (Å):
Cs1 0.99 4.29 -1.13
C1 -7.81 -0.77 1.23
O1 -7.81 -0.33 2.57
C2 -6.59 -0.26 3.19
C3 -6.58 0.35 4.44
C4 -5.39 0.48 5.14
C5 -4.19 0.03 4.59
C6 -4.22 -0.63 3.36
C7 -5.41 -0.77 2.66
N1 -2.99 0.13 5.36
N2 -1.98 0.73 4.92
C8 -1.93 1.52 3.77
C9 -2.98 2.22 3.17
C10 -2.81 3.02 2.07
C11 -1.56 3.19 1.42
O2 -1.42 3.86 0.37
C12 -0.42 2.53 2.09
N3 0.82 2.74 1.57
C13 1.86 2.21 2.16
C14 1.77 1.40 3.30
C15 0.53 1.16 3.83
C16 -0.62 1.73 3.24
H1 -8.83 -0.64 0.87
H2 -7.52 -1.82 1.14
H3 -7.14 -0.16 0.61
H4 -7.51 0.73 4.84
H5 -5.36 0.96 6.11
H6 -3.30 -0.99 2.93
H7 -5.40 -1.27 1.70
H8 -3.98 2.16 3.60
H9 -3.66 3.55 1.65
H10 2.84 2.42 1.72
H11 2.66 0.98 3.74
H12 0.41 0.54 4.71
F1 5.46 2.39 -2.96
C17 4.99 2.90 -1.82
F2 5.96 2.80 -0.90
F3 3.98 2.10 -1.41
S1 4.40 4.64 -2.02
O3 5.57 5.35 -2.45
O4 3.92 4.94 -0.68
O5 3.34 4.49 -3.01
N4 3.54 -2.91 -2.61
C18 3.94 -4.09 -3.19
C19 4.89 -5.04 -2.84
C20 5.02 -6.13 -3.67
C21 4.21 -6.28 -4.82
C22 3.26 -5.34 -5.15
C23 3.13 -4.22 -4.33
N5 2.28 -3.14 -4.44
C24 2.55 -2.38 -3.41
C25 1.90 -1.10 -3.11
C26 1.94 -0.53 -1.85
C27 1.33 0.70 -1.65
N6 0.70 1.37 -2.62
C28 0.66 0.80 -3.82
C29 1.23 -0.42 -4.12
H13 3.96 -2.45 -1.83
H14 5.52 -4.93 -1.96
H15 5.75 -6.90 -3.44
H16 4.34 -7.16 -5.44
H17 2.64 -5.45 -6.03
H18 2.42 -1.01 -1.01
H19 1.36 1.17 -0.67
H20 0.14 1.36 -4.59
H21 1.18 -0.84 -5.11

Charge: -1
Spin multiplicity: 1
Kohn-Sham gap (eV): 6.0300
HOMO level (hartree): -0.1592
F_max (eV/Å): 0.2
Energy relative to the best compared isomer or geometry (same formula, charge and spin) (eV): 0.1839
Electronic energy (eV): -69131.08546

And the Mulliken charges, in e, turn out to be: 1.188, -0.839, -0.455, 0.833, -0.552, -0.183, -0.250, -0.029, -0.495, -1.053, -0.036, -0.145, -0.123, -0.960, 0.461, -0.803, -0.455, -0.284, -0.481, -0.739, -0.377, 1.394, 0.233, 0.317, 0.364, 0.406, 0.353, 0.345, 0.354, 0.375, 0.415, 0.487, 0.405, 0.469, -0.246, 0.655, -0.239, -0.174, 1.079, -0.669, -0.717, -0.688, 0.007, 0.665, -1.006, -0.397, -0.489, -0.687, 0.583, -0.717, 0.169, 0.723, -0.588, -0.528, -0.285, -0.575, -0.457, 0.204, 0.374, 0.371, 0.369, 0.424, 0.397, 0.472, 0.369, 0.463

Density functional theory data (ωB97M-V with the def2-TZVPD basis set) for a structure of composition C19H23FN2O4Tb in a non-equilibrium geometry.

Geometry (Å):
C1 -4.61 2.70 2.02
C2 -3.10 2.37 1.67
C3 -2.16 1.59 2.46
C4 -0.84 1.44 2.07
C5 -0.37 2.03 0.89
C6 1.07 2.02 0.40
C7 1.74 0.83 -0.31
C8 1.83 -0.59 0.26
C9 0.56 -1.49 0.41
C10 0.73 -2.35 1.65
O1 0.68 -1.92 2.75
N1 1.04 -3.81 1.46
C11 2.44 -4.02 1.11
C12 0.11 -4.53 0.61
O2 2.54 -1.26 -0.79
C13 2.57 -0.53 -1.97
O3 3.27 -0.82 -2.86
C14 1.58 0.68 -1.83
N2 2.18 1.78 -2.57
C15 1.45 2.74 -2.78
O4 0.67 3.56 -3.05
C16 0.28 0.11 -2.38
C17 0.29 -0.01 -3.91
F1 -0.83 0.90 -2.03
C18 -1.28 2.76 0.15
C19 -2.61 2.93 0.51
H1 -5.34 1.99 1.51
H2 -4.89 3.69 1.68
H3 -4.77 2.72 3.13
H4 -2.49 1.11 3.40
H5 -0.14 0.89 2.70
H6 1.17 2.89 -0.24
H7 1.68 2.24 1.28
H8 2.80 1.12 -0.25
H9 2.38 -0.56 1.20
H10 -0.41 -0.99 0.39
H11 0.56 -2.17 -0.45
H12 2.55 -4.19 0.04
H13 3.08 -3.21 1.44
H14 2.78 -4.94 1.61
H15 0.31 -4.28 -0.44
H16 0.27 -5.60 0.72
H17 -0.93 -4.31 0.84
H18 0.07 -0.90 -2.01
H19 -0.29 -0.87 -4.22
H20 1.30 -0.15 -4.30
H21 -0.11 0.91 -4.35
H22 -0.94 3.23 -0.76
H23 -3.25 3.54 -0.12
Tb1 -4.65 0.74 3.26

Charge: +3
Spin multiplicity: 7
Kohn-Sham gap (spin up / spin down) (eV): 5.2951 / 6.2418
HOMO level (spin up / spin down) (hartree): -0.6374 / -0.6374
F_max (eV/Å): 3.4
Electronic energy (eV): -56365.14242

And the Mulliken charges, in e, turn out to be: -1.759, 1.499, -0.781, -0.259, 0.407, -2.267, -0.314, 0.189, -0.539, -0.626, -0.411, 0.374, -0.785, -0.851, -0.436, -0.163, -0.448, 1.710, -0.714, 0.624, -0.385, 0.131, -1.399, -0.366, -0.405, -0.880, 0.474, 0.559, 0.088, 0.076, 0.679, 0.597, 0.670, 0.391, 0.898, 0.708, 0.575, 0.388, 0.367, 0.367, 0.422, 0.353, 0.350, 0.063, 0.405, 0.415, 0.382, 0.337, 0.464, 1.829

Density functional theory data (ωB97M-V with the def2-TZVPD basis set) for a structure of composition C44H120N4O22PTl in a non-equilibrium geometry.

Geometry (Å):
Tl1 2.06 0.10 -3.06
P1 0.41 -0.59 -0.68
O1 -0.23 -0.99 0.56
O2 0.71 0.96 -0.79
O3 -0.36 -0.91 -2.03
O4 1.91 -1.20 -0.91
C1 -4.45 7.53 -4.41
O5 -3.47 7.08 -3.53
C2 -3.79 5.83 -2.86
C3 -2.83 5.52 -1.75
N1 -2.92 4.08 -1.33
C4 -4.10 3.79 -0.63
C5 -4.35 4.57 0.71
O6 -4.98 5.83 0.37
C6 -5.50 6.59 1.41
H1 -4.06 8.48 -4.79
H2 -5.39 7.75 -3.91
H3 -4.68 6.94 -5.30
H4 -3.79 5.00 -3.60
H5 -4.79 5.92 -2.44
H6 -3.05 6.16 -0.89
H7 -1.82 5.69 -2.12
H8 -2.15 3.87 -0.69
H9 -4.09 2.70 -0.48
H10 -5.01 3.89 -1.22
H11 -3.39 4.78 1.18
H12 -4.92 3.91 1.39
H13 -6.13 5.97 2.04
H14 -6.16 7.33 0.95
H15 -4.74 7.08 2.02
C7 1.61 -0.06 8.42
O7 1.81 -1.23 7.61
C8 0.72 -1.55 6.78
C9 0.92 -2.95 6.16
N2 -0.15 -3.30 5.27
C10 0.14 -4.55 4.60
C11 -0.87 -4.92 3.56
O8 -0.38 -6.10 2.89
C12 -1.38 -6.73 2.15
H16 1.36 0.82 7.77
H17 2.52 0.11 9.02
H18 0.72 -0.28 9.05
H19 0.60 -0.81 5.96
H20 -0.23 -1.59 7.36
H21 1.04 -3.64 6.98
H22 1.90 -2.92 5.65
H23 -0.32 -2.55 4.59
H24 0.18 -5.38 5.31
H25 1.13 -4.55 4.08
H26 -1.03 -4.11 2.84
H27 -1.84 -5.14 4.02
H28 -2.32 -6.89 2.71
H29 -1.03 -7.73 1.89
H30 -1.61 -6.19 1.21
C13 5.30 -1.87 -3.16
O9 3.88 -1.87 -3.35
C14 3.41 -3.20 -3.49
C15 1.97 -3.12 -2.97
N3 1.30 -2.07 -3.68
C16 1.01 -2.50 -5.07
C17 0.17 -1.56 -5.82
O10 0.93 -0.39 -6.11
C18 0.19 0.61 -6.73
H31 5.50 -2.34 -2.19
H32 5.66 -0.84 -3.10
H33 5.82 -2.39 -3.96
H34 3.96 -3.89 -2.83
H35 3.45 -3.55 -4.51
H36 2.05 -2.91 -1.91
H37 1.41 -4.08 -3.07
H38 0.42 -1.90 -3.15
H39 0.52 -3.48 -5.04
H40 1.97 -2.70 -5.57
H41 -0.71 -1.30 -5.20
H42 -0.15 -2.09 -6.74
H43 0.14 0.35 -7.79
H44 0.66 1.59 -6.70
H45 -0.85 0.66 -6.42
C19 5.09 6.27 -1.05
O11 4.07 5.32 -0.87
C20 4.44 3.98 -0.94
C21 3.28 3.08 -0.54
N4 2.17 2.78 -1.53
C22 1.53 3.86 -2.17
C23 0.80 3.40 -3.44
O12 1.60 2.79 -4.43
C24 2.54 3.61 -5.12
H46 5.70 6.23 -0.15
H47 4.60 7.25 -1.11
H48 5.73 6.09 -1.92
H49 5.33 3.78 -0.33
H50 4.75 3.66 -1.96
H51 2.68 3.45 0.31
H52 3.68 2.11 -0.26
H53 1.50 2.05 -1.15
H54 2.21 4.66 -2.46
H55 0.78 4.35 -1.51
H56 0.39 4.35 -3.82
H57 0.01 2.73 -3.16
H58 2.06 4.56 -5.31
H59 2.81 3.05 -6.01
H60 3.36 3.75 -4.42
C25 6.53 0.40 -0.12
C26 5.13 -0.04 0.17
O13 4.15 0.14 -0.89
H61 7.13 0.09 0.75
H62 6.67 1.50 -0.24
H63 7.07 -0.08 -0.97
H64 4.79 0.56 1.06
H65 5.15 -1.10 0.45
H66 3.38 -0.43 -0.62
C27 -4.88 -5.04 2.89
C28 -4.13 -4.02 2.11
O14 -5.06 -3.26 1.40
H67 -4.20 -5.51 3.59
H68 -5.33 -5.78 2.23
H69 -5.69 -4.62 3.50
H70 -3.41 -4.51 1.43
H71 -3.54 -3.39 2.78
H72 -4.58 -2.60 0.88
C29 -3.25 0.36 -4.07
C30 -2.26 1.40 -3.66
O15 -0.93 0.88 -3.91
H73 -3.01 -0.67 -3.75
H74 -3.29 0.36 -5.15
H75 -4.25 0.58 -3.75
H76 -2.22 1.64 -2.60
H77 -2.33 2.36 -4.17
H78 -0.82 0.27 -3.18
C31 -0.89 3.79 2.77
C32 -1.04 2.72 1.70
O16 -0.63 3.22 0.37
H79 -1.35 3.42 3.68
H80 -1.39 4.73 2.47
H81 0.16 4.03 2.93
H82 -2.10 2.41 1.64
H83 -0.44 1.82 1.93
H84 -0.32 2.44 -0.15
C33 2.01 2.78 4.68
C34 2.65 1.92 3.59
O17 4.00 2.37 3.45
H85 1.98 3.83 4.35
H86 2.52 2.67 5.64
H87 0.97 2.46 4.85
H88 2.15 2.05 2.62
H89 2.55 0.87 3.89
H90 4.55 1.59 3.49
C35 -1.58 -5.41 -1.76
C36 -1.78 -3.88 -1.59
O18 -1.94 -3.13 -2.80
H91 -1.51 -5.88 -0.78
H92 -0.66 -5.58 -2.32
H93 -2.37 -5.90 -2.32
H94 -0.95 -3.48 -0.98
H95 -2.71 -3.73 -1.00
H96 -1.48 -2.30 -2.56
C37 1.45 -7.34 -0.61
C38 1.68 -5.97 -0.02
O19 2.97 -5.48 -0.49
H97 1.60 -7.34 -1.67
H98 0.38 -7.51 -0.46
H99 2.06 -8.04 -0.05
H100 1.69 -5.99 1.08
H101 0.91 -5.26 -0.33
H102 3.21 -4.77 0.14
C39 2.56 -1.69 2.71
C40 2.38 -3.04 2.07
O20 3.11 -3.07 0.88
H103 3.61 -1.59 2.92
H104 1.97 -1.70 3.63
H105 2.13 -0.93 2.08
H106 1.34 -3.27 1.83
H107 2.76 -3.82 2.73
H108 2.68 -2.52 0.17
C41 -2.06 0.39 4.75
C42 -2.08 -0.37 3.47
O21 -0.81 -1.01 3.27
H109 -1.29 1.17 4.68
H110 -1.78 -0.27 5.57
H111 -3.08 0.74 4.89
H112 -2.30 0.27 2.61
H113 -2.82 -1.18 3.53
H114 -0.62 -1.01 2.31
C43 -4.91 -0.03 -0.47
C44 -3.43 -0.16 -0.38
O22 -3.08 -1.30 0.47
H115 -5.19 0.57 -1.33
H116 -5.38 0.42 0.40
H117 -5.42 -0.98 -0.61
H118 -2.94 0.75 0.01
H119 -2.94 -0.36 -1.35
H120 -2.11 -1.34 0.46

Charge: 0
Spin multiplicity: 1
Kohn-Sham gap (eV): 3.7868
HOMO level (hartree): -0.3047
F_max (eV/Å): 4.4
Electronic energy (eV): -112555.52659

Atom charges from the Mulliken analysis, given in e for atoms 1 to 99: 0.700, -1.450, 1.137, 0.299, 0.742, 0.169, -0.740, -0.328, -0.386, -0.607, 0.457, -0.237, -0.619, -0.273, -0.857, 0.263, 0.304, 0.285, 0.145, 0.349, 0.317, 0.444, -0.144, -0.617, 0.797, 0.084, 0.672, 0.352, 0.233, 0.295, -0.588, -0.396, -0.034, -0.695, -0.137, -0.493, 0.640, -0.382, -0.231, 0.172, 0.247, 0.320, -0.101, 0.405, 0.506, 0.245, -0.010, 0.453, 0.011, -0.531, 0.158, 0.342, 0.325, -0.251, -0.963, 0.198, -1.450, 1.028, 0.621, -0.863, -0.087, -0.313, -0.527, 0.316, 0.096, 0.387, 0.617, 0.485, -0.837, 0.451, -0.374, 0.370, 0.431, -0.185, 0.535, 0.421, 0.068, 0.043, -0.837, -0.303, -0.826, 0.275, 1.385, -0.575, 0.411, 0.219, -0.978, 0.321, 0.254, 0.313, 0.596, 0.241, 0.426, -0.650, -0.039, 0.454, -0.050, 0.707, -1.161

Density functional theory data (ωB97M-V with the def2-TZVPD basis set) for a structure of composition C18H27N2O5P2SW in a non-equilibrium geometry.

Geometry (Å):
W1 -0.61 0.09 -0.07
P1 -1.15 -1.81 1.20
C1 -2.85 -1.71 0.53
C2 -3.45 -0.32 0.57
N1 -2.58 0.67 0.26
C3 -2.95 1.97 0.11
C4 -4.27 2.31 0.39
C5 -5.19 1.33 0.72
C6 -4.77 0.00 0.80
C7 -1.85 2.95 -0.26
P2 -0.46 2.16 -1.11
H1 -5.46 -0.81 1.03
H2 -4.54 3.36 0.33
H3 -6.23 1.58 0.89
H4 -2.24 3.69 -0.97
H5 -1.47 3.50 0.62
H6 -2.84 -2.13 -0.51
H7 -3.40 -2.39 1.18
H8 -0.83 -1.42 -4.16
O1 -1.65 -1.76 -3.72
H9 -2.19 -2.22 -4.41
H10 1.66 -0.27 -3.37
O2 0.94 -0.21 -4.06
H11 1.29 0.45 -4.71
C8 -0.83 2.07 -2.86
H12 -0.90 3.12 -3.22
H13 -0.02 1.49 -3.38
H14 -1.78 1.54 -3.02
C9 1.05 3.06 -0.77
H15 1.88 2.51 -1.25
H16 0.95 4.08 -1.20
H17 1.23 3.11 0.31
C10 -1.16 -1.60 2.99
H18 -1.63 -2.50 3.42
H19 -0.10 -1.50 3.30
H20 -1.71 -0.69 3.28
C11 -0.44 -3.37 0.70
H21 0.65 -3.28 0.78
H22 -0.83 -4.15 1.37
H23 -0.70 -3.58 -0.34
O3 1.34 0.84 2.73
C12 1.94 0.37 1.76
N2 1.29 0.06 0.58
S1 2.33 -0.90 -0.62
O4 1.97 -2.30 -0.73
O5 2.61 -0.12 -1.82
C13 3.70 -0.71 0.51
C14 4.95 -1.29 0.32
C15 5.89 -1.22 1.36
C16 5.54 -0.57 2.56
C17 4.27 0.01 2.72
C18 3.36 -0.04 1.67
H24 5.13 -1.77 -0.64
H25 6.87 -1.67 1.21
H26 6.27 -0.52 3.35
H27 3.96 0.49 3.64

Charge: +3
Spin multiplicity: 3
Kohn-Sham gap (spin up / spin down) (eV): 5.4723 / 6.2039
HOMO level (spin up / spin down) (hartree): -0.6687 / -0.6691
F_max (eV/Å): 5.3
Electronic energy (eV): -63530.46407

And the Mulliken charges, in e, turn out to be: 0.527, 0.571, -1.444, 1.040, 0.009, 0.641, -0.885, -0.405, -0.870, -1.006, 0.477, 0.540, 0.552, 0.485, 0.591, 0.417, 0.480, 0.579, 0.306, -0.590, 0.305, 0.422, -0.638, 0.330, -0.863, 0.478, 0.107, 0.410, -1.134, 0.355, 0.480, 0.419, -1.105, 0.469, 0.356, 0.364, -1.236, 0.397, 0.498, 0.418, -0.578, 0.432, 0.175, 1.318, -0.599, -0.696, 0.450, -0.671, -0.640, -0.577, -0.676, 0.247, 0.532, 0.462, 0.453, 0.525